Entry 1:
{"formula": "C5H11N3O", "method": "ωB97M-V/def2-TZVPD", "elements": ["C", "C", "C", "C", "C", "H", "H", "H", "H", "H", "H", "H", "H", "H", "H", "H", "N", "N", "N", "O"], "coordinates": [[3.2489, 0.4751, 0.0239], [1.2363, -0.8910, -0.0028], [-0.8561, 0.0668, -0.0041], [-2.7583, -1.3654, 0.0182], [-1.1530, 2.4035, -0.0176], [3.0177, 0.8978, 1.0324], [2.9080, 1.2109, -0.7205], [4.3094, 0.3019, -0.0061], [3.2253, -1.6294, -0.2211], [0.7764, -1.8622, -0.0451], [-2.9350, -2.4449, -0.0408], [-3.1585, -0.8595, -0.8733], [-3.1983, -0.9609, 0.9168], [-1.3855, 2.7798, 1.0134], [-1.7012, 3.0072, -0.8192], [-0.0169, 2.4774, -0.2204], [2.5943, -0.8166, -0.0665], [0.5393, 0.1785, 0.0835], [-1.6410, 1.0521, -0.0459], [-1.3245, -1.2438, 0.0100]], "forces_ev_per_a": [[-0.62, 0.38, 1.26], [0.82, 0.09, -0.25], [0.31, -0.38, 0.51], [0.52, -0.40, -0.94], [0.95, 0.76, -0.46], [0.17, -0.06, -0.76], [0.15, -0.46, 0.09], [0.44, 0.12, -0.27], [-1.46, 0.92, 0.29], [0.12, -0.53, -0.10], [-0.06, 0.27, 0.02], [-0.06, -0.17, 0.43], [-0.03, 0.25, 0.23], [0.26, 0.17, -1.04], [0.66, -0.66, 1.29], [-1.73, -0.01, 0.42], [0.43, -0.70, -0.33], [-0.28, 0.01, -0.26], [-0.38, -0.82, -0.28], [-0.20, 1.20, 0.14]], "mulliken_charge": [-0.7809, -0.1793, 0.6426, -0.6781, -0.6436, 0.2592, 0.2377, 0.3330, 0.2664, 0.3897, 0.2279, 0.2916, 0.2889, 0.2153, 0.2442, 0.2076, -0.0955, -0.3740, -0.4968, -0.3562], "total_energy_ha": -436.5930, "homo_ev": -8.60, "charge": 0, "max_force_ev_per_a": 1.78, "lumo_energy_ev": 0.801, "smiles": "C/N=C(\\N=C\\NC)OC", "e_above_lowest_kj_mol": 141.8}


Entry 2:
{"formula": "C3H10N3S", "method": "ωB97M-V/def2-TZVPD", "elements": ["C", "C", "C", "N", "N", "N", "S", "H", "H", "H", "H", "H", "H", "H", "H", "H", "H"], "coordinates": [[2.3353, -0.4321, -0.0409], [-1.8157, 0.1841, 0.3363], [-2.5449, -0.8453, -0.5214], [-0.5854, 0.0160, 0.5977], [0.2640, 1.5849, 1.3444], [2.3945, -0.1389, -1.3567], [0.3405, -1.1969, 0.6861], [2.8289, -1.4045, 0.2162], [2.5713, 0.3545, 0.6421], [-2.3659, 1.1370, 0.5685], [-2.7409, -0.4078, -1.5150], [-3.4488, -0.8919, 0.1184], [-2.0202, -1.7876, -0.4338], [-0.2318, 2.2793, 0.8466], [-0.1837, 1.6047, 2.2614], [2.4686, 0.8249, -1.6819], [2.7342, -0.8803, -2.0678]], "forces_ev_per_a": [[1.12, -1.79, -0.89], [-0.40, -0.28, -2.07], [-0.53, 1.67, 2.03], [-3.54, -0.57, -0.38], [2.90, 2.59, 2.19], [0.87, -1.27, -1.31], [2.42, -1.88, -0.13], [-0.69, 0.89, -0.15], [-0.61, 0.51, 0.48], [0.82, -0.87, 0.19], [-0.08, -0.63, 0.37], [-0.31, -0.45, -1.03], [0.05, -0.15, -0.65], [-0.75, 1.12, -0.99], [0.02, -0.19, 0.19], [-0.26, -0.49, 0.30], [-1.03, 1.79, 1.84]], "mulliken_charge": [-0.4524, 0.1721, -0.9205, 0.0398, -0.5933, -0.3486, 0.0521, 0.3922, 0.3856, 0.3736, 0.3157, 0.2930, 0.2714, 0.2379, 0.2708, 0.2509, 0.2598], "total_energy_ha": -682.2848, "homo_ev": [-11.30, -13.28], "multiplicity": 3, "charge": 1, "max_force_ev_per_a": 4.46, "lumo_energy_ev": [-4.042, -6.755], "e_above_lowest_kj_mol": 302.6}


Entry 3:
{"formula": "CH3NO3", "method": "ωB97M-V/def2-TZVPD", "elements": ["C", "N", "O", "O", "O", "H", "H", "H"], "coordinates": [[0.2792, -0.5523, -1.1547], [-0.0314, 0.1807, -0.0576], [0.0348, -1.7006, -1.3562], [-0.7073, -0.7582, 1.5438], [0.3769, 1.2951, 0.4929], [0.4426, 0.1022, -2.0334], [0.0954, -0.4374, 2.0664], [-0.4901, 1.8706, 0.4989]], "forces_ev_per_a": [[-0.55, 0.27, -1.37], [-2.48, -2.10, 4.12], [0.29, -0.83, 0.54], [2.63, 1.84, -2.13], [-1.52, 2.20, -1.00], [0.68, 0.52, 0.45], [-1.38, -0.67, -0.88], [2.32, -1.22, 0.26]], "mulliken_charge": [0.1043, 0.0901, -0.4397, -0.4865, -0.3053, 0.2848, 0.3398, 0.4124], "total_energy_ha": -320.1639, "homo_ev": [-10.40, -10.42], "charge": 0, "max_force_ev_per_a": 5.24, "lumo_energy_ev": [-1.155, -1.317], "e_above_lowest_kj_mol": 469.2}


Entry 4:
{"formula": "CH2Br2CrF5N2O6Te", "method": "ωB97M-V/def2-TZVPD", "elements": ["Cr", "Br", "C", "Br", "H", "H", "O", "N", "O", "F", "Te", "F", "F", "F", "F", "O", "O", "N", "O", "O"], "coordinates": [[0.9844, 0.3612, -0.2456], [0.6030, -2.2405, 0.8563], [-1.0895, -2.8050, 0.0848], [-1.1209, -2.6888, -1.8221], [-1.8498, -2.1573, 0.4989], [-1.2222, -3.8373, 0.3798], [0.5242, 3.4944, -2.3116], [0.1338, 2.5370, -1.8083], [1.2473, 1.8056, -1.1968], [-1.1882, 2.9427, 0.7460], [-1.3295, 1.2553, 1.4931], [-3.1285, 1.4011, 1.1519], [-1.7662, -0.4344, 2.1437], [-1.5287, 1.9715, 3.1692], [-1.1514, 0.4596, -0.2862], [0.4758, 0.9765, 1.5112], [3.8672, -1.3370, -1.5355], [2.9065, -0.7926, -1.1180], [1.7524, -0.8077, -1.6879], [2.8805, -0.1043, -0.0226]], "forces_ev_per_a": [[-0.13, -0.04, -0.10], [-0.02, 0.00, 0.01], [0.00, 0.00, -0.04], [0.00, 0.00, 0.02], [0.00, 0.00, 0.00], [0.01, 0.00, 0.01], [0.00, 0.02, -0.01], [0.01, -0.05, 0.04], [-0.02, 0.12, 0.04], [-0.06, -0.01, 0.03], [0.01, 0.00, 0.02], [-0.01, 0.01, -0.05], [-0.01, 0.04, 0.02], [-0.01, -0.01, 0.01], [-0.01, -0.02, -0.08], [0.14, -0.05, -0.07], [-0.03, -0.04, 0.01], [0.02, 0.14, -0.02], [-0.03, -0.06, 0.17], [0.12, -0.05, -0.02]], "mulliken_charge": [0.8421, -0.0057, -0.4223, -0.0631, 0.2318, 0.3890, -0.3211, 0.4558, -0.5286, -0.4006, 2.3298, -0.3701, -0.4070, -0.3784, -0.5883, -0.7112, -0.5478, 1.3657, -0.4178, -0.4522], "total_energy_ha": -7559.9188, "homo_ev": [-10.56, -10.35], "multiplicity": 2, "charge": 0, "max_force_ev_per_a": 0.18, "lumo_energy_ev": [-1.774, -1.541], "e_above_lowest_kj_mol": 0.0}


What did the second record say?
{"formula": "C3H10N3S", "method": "ωB97M-V/def2-TZVPD", "elements": ["C", "C", "C", "N", "N", "N", "S", "H", "H", "H", "H", "H", "H", "H", "H", "H", "H"], "coordinates": [[2.3353, -0.4321, -0.0409], [-1.8157, 0.1841, 0.3363], [-2.5449, -0.8453, -0.5214], [-0.5854, 0.0160, 0.5977], [0.2640, 1.5849, 1.3444], [2.3945, -0.1389, -1.3567], [0.3405, -1.1969, 0.6861], [2.8289, -1.4045, 0.2162], [2.5713, 0.3545, 0.6421], [-2.3659, 1.1370, 0.5685], [-2.7409, -0.4078, -1.5150], [-3.4488, -0.8919, 0.1184], [-2.0202, -1.7876, -0.4338], [-0.2318, 2.2793, 0.8466], [-0.1837, 1.6047, 2.2614], [2.4686, 0.8249, -1.6819], [2.7342, -0.8803, -2.0678]], "forces_ev_per_a": [[1.12, -1.79, -0.89], [-0.40, -0.28, -2.07], [-0.53, 1.67, 2.03], [-3.54, -0.57, -0.38], [2.90, 2.59, 2.19], [0.87, -1.27, -1.31], [2.42, -1.88, -0.13], [-0.69, 0.89, -0.15], [-0.61, 0.51, 0.48], [0.82, -0.87, 0.19], [-0.08, -0.63, 0.37], [-0.31, -0.45, -1.03], [0.05, -0.15, -0.65], [-0.75, 1.12, -0.99], [0.02, -0.19, 0.19], [-0.26, -0.49, 0.30], [-1.03, 1.79, 1.84]], "mulliken_charge": [-0.4524, 0.1721, -0.9205, 0.0398, -0.5933, -0.3486, 0.0521, 0.3922, 0.3856, 0.3736, 0.3157, 0.2930, 0.2714, 0.2379, 0.2708, 0.2509, 0.2598], "total_energy_ha": -682.2848, "homo_ev": [-11.30, -13.28], "multiplicity": 3, "charge": 1, "max_force_ev_per_a": 4.46, "lumo_energy_ev": [-4.042, -6.755], "e_above_lowest_kj_mol": 302.6}